(1)
Entry from the Open Molecules 2025 dataset: a molecular structure, C40H42AsN9O7S4Tc (wB97M-V/def2-TZVPD).

## Properties
Expectation value of S² ... 3.798
Frontier orbital gap (alpha / beta) ... 7.62 / 5.39 eV
Multiplicity ... 4
E_tot ... -6478.262796 a.u.
LUMO energy (alpha / beta) ... -1.02 / -2.80 eV
E_HOMO (alpha / beta) ... -0.318 / -0.301 Ha

Cartesian coordinates (Å):
Tc -0.270 -2.015 0.669
C 6.641 -1.603 0.225
C 6.004 -0.985 1.479
C 6.353 0.502 1.528
C 6.572 -1.665 2.732
C 4.501 -1.221 1.400
C 3.977 -2.501 1.549
C 2.625 -2.719 1.392
N 1.778 -1.729 1.110
C 2.243 -0.474 1.049
C 3.592 -0.192 1.162
C 1.190 0.568 0.942
C 1.466 1.925 0.961
C 0.431 2.851 0.957
C -0.867 2.344 0.927
C -1.078 0.982 0.882
N -0.071 0.104 0.894
C 0.667 4.355 1.006
C 2.154 4.705 1.001
C 0.002 5.003 -0.214
C 0.030 4.905 2.290
H 7.728 -1.528 0.291
H 6.316 -1.082 -0.676
H 6.377 -2.656 0.119
H 7.435 0.613 1.597
H 5.912 0.995 2.396
H 6.031 1.028 0.627
H 7.628 -1.414 2.834
H 6.499 -2.750 2.678
H 6.054 -1.333 3.633
H 4.611 -3.348 1.768
H 2.189 -3.704 1.477
H 3.929 0.830 1.094
H 2.491 2.254 1.006
H -1.727 2.998 0.941
H -2.074 0.560 0.848
H 2.655 4.335 0.104
H 2.668 4.308 1.877
H 2.268 5.789 1.016
H 0.419 4.611 -1.144
H 0.168 6.081 -0.194
H -1.075 4.835 -0.226
H 0.482 4.456 3.175
H -1.042 4.712 2.324
H 0.177 5.985 2.341
O -2.752 -5.202 0.546
As -2.834 -3.822 -0.531
O -4.385 -3.589 -0.994
O -2.261 -2.400 0.250
C -1.785 -4.246 -2.101
C -2.523 -4.138 -3.278
C -1.931 -4.397 -4.506
C -0.600 -4.774 -4.566
C 0.142 -4.894 -3.402
C -0.448 -4.629 -2.174
S 0.573 -4.833 -0.736
O 1.820 -4.147 -1.015
O 0.663 -6.229 -0.442
O -0.229 -4.100 0.309
H -3.679 -5.443 0.694
H -3.568 -3.861 -3.203
H -2.514 -4.310 -5.414
H -0.136 -4.979 -5.522
H 1.183 -5.186 -3.438
O -0.487 -2.290 2.599
N -0.316 -3.307 3.416
C -0.096 -2.923 4.637
C 0.078 -3.922 5.652
N 0.235 -4.697 6.484
C 0.004 -1.525 4.978
N 0.091 -0.407 5.225
S -7.364 4.103 2.227
C -6.318 2.914 1.822
S -6.259 1.405 2.675
C -4.921 0.868 1.719
N -4.595 1.743 0.777
N -5.368 2.834 0.795
C -5.087 3.781 -0.262
C -3.904 3.608 -0.980
C -3.596 4.470 -2.016
C -4.452 5.510 -2.351
C -5.629 5.665 -1.642
C -5.959 4.807 -0.600
S -4.090 -0.581 1.851
H -3.245 2.787 -0.746
H -2.678 4.320 -2.570
H -4.208 6.182 -3.163
H -6.317 6.460 -1.896
H -6.882 4.940 -0.070
C -2.721 -0.060 -3.767
C -1.476 -0.503 -3.082
C -0.163 -0.581 -3.508
C 0.565 -1.107 -2.429
N -0.266 -1.355 -1.416
N -1.489 -0.950 -1.822
C 2.037 -1.320 -2.349
H -2.532 0.079 -4.829
H -3.084 0.884 -3.358
H -3.511 -0.802 -3.649
H 0.226 -0.308 -4.473
H -2.262 -1.166 -1.188
H 2.453 -1.361 -3.355
H 2.276 -2.245 -1.829
H 2.516 -0.487 -1.830

Mulliken atomic charge list, values in e, 99 entries: 1.097 -1.615 2.013 -2.044 -1.713 0.265 -1.322 -1.189 1.179 -0.372 -0.253 0.290 -0.567 0.544 -0.915 -0.870 0.749 1.899 -2.184 -1.612 -1.675 0.431 0.352 0.366 0.445 0.435 0.395 0.475 0.333 0.375 0.435 0.681 0.466 0.491 0.899 -0.110 0.402 0.432 0.419 0.360 0.489 0.324 0.401 0.299 0.449 -0.565 0.986 -0.837 -0.251 0.096 -0.642 -0.648 -0.693 -0.749 0.275 1.447 -0.754 -0.762 -0.831 0.315 0.644 0.436 0.401 0.546 0.350 -0.801 0.813 -0.026 -0.449 0.071 -0.512 -0.341 0.264 -0.111 0.286 -0.469 0.531 0.464 0.019 -0.409 -0.636 -0.731 -0.522 -0.103 0.264 0.436 0.406 0.380 0.265 -1.330 0.400 -1.334 -0.028 1.097 0.768 -1.290 0.409 0.112 0.302

***

(2)
Entry from the Open Molecules 2025 dataset: 2 unconnected molecules or ions with the total composition C23H19ClF2O2 in a non-equilibrium geometry (wB97M-V/def2-TZVPD).

## Properties
Frontier orbital gap ... 3.48 eV
E_tot ... -1698.144448 a.u.
LUMO energy ... -2.72 eV
E_HOMO ... -0.228 Ha

Cartesian coordinates (Å):
C 3.716 -1.516 2.689
C 2.375 -2.081 2.324
O 1.499 -0.982 2.007
C 0.234 -1.455 1.777
C -0.700 -0.414 1.421
C -2.061 -0.663 1.202
C -2.633 -1.968 1.388
C -3.967 -2.219 1.099
Cl -4.603 -3.799 1.295
C -4.796 -1.203 0.591
C -4.269 0.087 0.426
C -2.955 0.370 0.766
O 0.016 -2.672 1.880
H 4.405 -2.341 2.885
H 4.136 -0.900 1.889
H 3.653 -0.903 3.595
H 2.448 -2.735 1.445
H 1.973 -2.659 3.167
H -0.328 0.601 1.433
H -1.992 -2.772 1.724
H -5.815 -1.439 0.304
H -4.897 0.874 0.002
H -2.553 1.383 0.664
F 5.429 1.335 0.903
C 4.174 1.518 0.375
C 3.307 2.384 1.041
C 2.012 2.476 0.567
C 1.562 1.738 -0.573
C 0.188 1.868 -0.909
C -0.580 1.247 -1.931
C -1.851 1.833 -2.232
C -2.683 1.327 -3.213
C -2.223 0.232 -3.946
F -3.042 -0.276 -4.920
C -0.991 -0.380 -3.717
C -0.206 0.086 -2.665
C 2.535 0.972 -1.280
C 3.820 0.808 -0.769
H 3.631 2.939 1.922
H 1.297 3.143 1.052
H -0.348 2.623 -0.333
H -2.139 2.731 -1.682
H -3.657 1.775 -3.412
H -0.672 -1.215 -4.343
H 0.707 -0.445 -2.414
H 2.300 0.546 -2.251
H 4.543 0.141 -1.242

Mulliken charges in e: -1.032 -0.250 -0.175 0.364 -0.822 1.083 -0.884 0.299 -0.238 -0.592 -0.483 -0.601 -0.712 0.427 0.098 0.278 0.298 0.334 0.537 0.659 0.398 0.375 0.332 -0.366 0.300 -0.630 -0.570 0.858 -0.730 0.828 -0.549 -0.654 0.444 -0.315 -0.934 -0.131 -0.506 -0.540 0.427 0.357 0.229 0.355 0.450 0.433 0.500 0.603 0.451

***

(3)
Entry from the Open Molecules 2025 dataset: 3 unconnected molecules or ions with the total composition C5H13NO2 in a non-equilibrium geometry (wB97M-V/def2-TZVPD).

## Properties
Expectation value of S² ... 0.774
Frontier orbital gap (alpha / beta) ... 9.64 / 6.09 eV
Multiplicity ... 2
E_tot ... -403.181899 a.u.
LUMO energy (alpha / beta) ... -4.10 / -7.65 eV
Net charge ... +1
E_HOMO (alpha / beta) ... -0.505 / -0.505 Ha

Cartesian coordinates (Å):
N -2.163 1.725 -0.105
C -0.873 1.120 0.213
C 0.334 1.447 -0.217
C 1.398 0.517 0.130
C 2.613 0.436 -0.433
C 3.621 -0.650 -0.186
H -2.636 2.104 0.639
H -2.354 2.309 -0.896
H -0.934 0.120 0.818
H 0.740 2.354 -0.820
H 1.204 -0.254 0.958
H 2.939 1.371 -1.015
H 3.175 -1.393 0.487
H 3.965 -1.060 -1.206
H 4.487 -0.277 0.398
H -2.548 -0.237 -0.777
H -2.421 -1.348 -1.725
O -2.596 -1.186 -0.814
H -2.870 -2.074 0.824
H -2.690 -2.872 2.079
O -2.393 -2.153 1.648

Mulliken charges in e: -0.445 -0.064 -0.163 0.145 0.006 -1.018 0.256 0.224 0.182 0.286 0.278 0.262 0.343 0.311 0.327 0.367 0.320 -0.631 0.330 0.292 -0.607

***

(4)
Entry from the Open Molecules 2025 dataset: 4 unconnected molecules or ions with the total composition C37H55BFIN2O7S in a non-equilibrium geometry (wB97M-V/def2-TZVPD).

## Properties
Frontier orbital gap ... 8.46 eV
Structure (SMILES) ... CC[C@H](C)c1c(CCCI)c(CB(O)O)c(N=C=O)c2c1Nc1c(CCF)ccc(CCO)c1S2.C1CCOC1.C1CCOC1.C1CCOC1
E_tot ... -2899.688667 a.u.
LUMO energy ... 0.25 eV
E_HOMO ... -0.302 Ha

Cartesian coordinates (Å):
C 0.480 -1.960 0.097
C -0.180 -0.856 -0.820
C 0.307 0.527 -0.302
C -0.385 0.770 1.113
C -0.071 1.721 -1.187
C 0.923 2.705 -1.419
C 2.327 2.588 -0.803
C 2.211 2.831 0.746
C 3.103 3.985 1.250
I 5.180 3.731 0.752
C 0.674 3.852 -2.206
C 1.719 4.933 -2.504
B 2.561 4.430 -3.788
O 2.409 4.970 -5.042
O 3.483 3.385 -3.689
C -0.608 4.014 -2.752
N -0.883 5.227 -3.541
C -0.893 4.885 -4.737
O -1.060 4.874 -5.908
C -1.568 3.047 -2.516
C -1.355 1.885 -1.763
N -2.388 0.892 -1.575
C -3.669 1.454 -1.215
C -4.408 0.834 -0.190
C -3.804 -0.414 0.485
C -4.929 -1.328 1.035
F -5.871 -1.621 0.052
C -5.655 1.336 0.188
C -6.154 2.462 -0.467
C -5.457 3.089 -1.499
C -6.024 4.330 -2.188
C -5.575 5.559 -1.331
O -6.342 5.646 -0.119
C -4.218 2.566 -1.871
S -3.224 3.255 -3.204
H 0.833 -2.828 -0.476
H 1.316 -1.559 0.695
H -0.287 -2.295 0.819
H -1.252 -0.947 -0.632
H 0.106 -1.079 -1.859
H 1.379 0.437 -0.092
H -1.188 0.035 1.243
H 0.341 0.794 1.938
H -0.866 1.765 1.089
H 2.649 1.541 -0.939
H 3.067 3.222 -1.290
H 2.355 1.888 1.298
H 1.169 3.140 0.960
H 3.034 4.023 2.350
H 2.698 4.951 0.907
H 2.424 5.022 -1.658
H 1.280 5.915 -2.731
H 1.856 5.762 -5.009
H 4.221 3.637 -3.119
H -2.463 0.415 -2.478
H -3.185 -0.156 1.360
H -3.221 -0.983 -0.253
H -4.529 -2.273 1.433
H -5.392 -0.802 1.891
H -6.257 0.872 0.968
H -7.127 2.844 -0.144
H -7.120 4.282 -2.275
H -5.544 4.462 -3.170
H -5.581 6.500 -1.901
H -4.529 5.351 -1.031
H -5.748 5.337 0.573
C 3.762 -4.947 2.765
C 3.456 -6.127 1.857
C 2.710 -5.455 0.715
O 3.232 -4.126 0.607
C 4.034 -3.842 1.761
H 4.595 -5.117 3.442
H 2.880 -4.701 3.363
H 4.388 -6.565 1.490
H 2.877 -6.915 2.339
H 1.638 -5.381 0.929
H 2.839 -5.976 -0.236
H 5.084 -3.838 1.451
H 3.783 -2.852 2.147
C -2.817 -3.707 -3.600
C -1.819 -4.839 -3.417
C -1.056 -4.386 -2.184
O -1.973 -3.626 -1.387
C -3.147 -3.347 -2.161
H -3.696 -3.985 -4.181
H -2.333 -2.862 -4.097
H -2.349 -5.772 -3.208
H -1.174 -5.001 -4.280
H -0.218 -3.732 -2.452
H -0.669 -5.221 -1.597
H -3.962 -3.967 -1.774
H -3.422 -2.297 -2.043
C 4.885 -2.332 6.867
C 5.387 -1.271 5.900
C 6.137 -2.109 4.878
O 5.481 -3.383 4.827
C 4.568 -3.484 5.927
H 4.026 -2.017 7.458
H 5.686 -2.618 7.553
H 4.539 -0.771 5.424
H 6.012 -0.510 6.366
H 7.175 -2.276 5.185
H 6.137 -1.660 3.884
H 3.550 -3.403 5.530
H 4.678 -4.459 6.404

Mulliken atomic charge list, values in e, 99 entries: -1.224 0.371 0.801 -1.417 0.049 0.864 -0.959 -0.139 -1.362 -0.025 0.467 -2.155 0.548 -0.505 -0.564 0.951 -0.574 0.617 -0.463 0.576 -1.318 0.824 -1.603 1.084 1.180 -0.815 -0.324 -0.872 -0.823 0.543 -1.306 -0.501 -0.549 1.094 -0.575 0.102 0.314 0.293 -0.823 0.665 0.727 0.020 0.323 0.436 0.429 0.130 0.206 0.222 0.615 0.427 0.051 0.571 0.322 0.302 0.396 0.037 -1.060 0.435 0.406 0.226 0.399 0.465 0.370 0.352 0.317 0.347 -0.285 -0.614 -0.454 -0.410 -0.239 0.264 0.136 0.283 0.363 0.198 0.341 0.257 0.170 -0.660 -0.631 -0.283 -0.362 0.086 0.420 0.245 0.260 0.354 0.209 0.243 0.280 -0.095 -0.570 -0.507 -0.450 -0.336 -0.400 0.327 0.265

***

(5)
Entry from the Open Molecules 2025 dataset: a molecular structure, C2H3O3 in a non-equilibrium geometry (wB97M-V/def2-TZVPD).

## Properties
Frontier orbital gap ... 8.80 eV
E_tot ... -303.725920 a.u.
LUMO energy ... 4.61 eV
Net charge ... -1
E_HOMO ... -0.154 Ha

Cartesian coordinates (Å):
O 0.953 1.434 -0.131
C 0.343 0.683 0.649
H 0.779 0.466 1.642
H -0.731 0.902 0.778
O 0.381 -1.190 0.255
C -0.348 -0.838 -0.731
O -1.575 -0.826 -0.789
H 0.197 -0.630 -1.674

Mulliken charges in e: -0.624 -0.058 0.150 0.212 -0.526 0.181 -0.631 0.296